No. 1
20
Properties=species:S:1:pos:R:3:lowdin_charge:R:1 method="wB97M-V/def2-TZVPD" fmax_ha_per_bohr=0.08379 orbital_gap_ev=9.79 homo_energy_ev=-8.8 lumo_energy_ev=1.02
C 0.6807 -0.1693 -0.1097 -0.25
C 0.3133 1.0960 -0.7977 -0.22
C -0.6892 1.0096 -2.0236 -0.27
N -0.0942 0.5394 -3.3772 -0.04
N -0.2350 -0.3227 1.0569 -0.10
C 0.5388 -0.9609 2.1342 -0.37
N -0.4110 -1.2511 3.1537 -0.02
H 0.5969 -1.2013 -0.6954 0.16
H 1.6370 -0.1235 0.3757 0.08
H -0.0093 1.9762 -0.2073 0.11
H 1.2383 1.5722 -1.2497 0.12
H -1.5821 0.3509 -1.7016 0.12
H -0.9444 2.0667 -2.2130 0.09
H 0.1846 -0.4810 -3.1686 0.08
H -0.9076 0.5554 -3.9846 0.04
H -0.6616 0.5271 1.3371 0.08
H 1.2872 -0.2420 2.5625 0.12
H 1.1662 -1.7099 1.6929 0.10
H -0.6343 -0.3262 3.5720 0.08
H -1.2508 -1.5769 2.6269 0.08

No. 2
20
Properties=species:S:1:pos:R:3:lowdin_charge:R:1 method="wB97M-V/def2-TZVPD" fmax_ha_per_bohr=0.08211 orbital_gap_ev=10.02 homo_energy_ev=-8.9 lumo_energy_ev=1.07
N -1.5463 0.1587 0.2698 -0.02
C -0.2365 -0.4758 -0.0168 -0.36
C 0.5325 0.8511 0.2540 -0.21
C 0.3352 1.7378 -0.9667 -0.33
N 1.3947 1.4761 -1.8920 -0.01
C 0.2718 -1.4401 1.1339 -0.25
N -0.3583 -2.7601 1.2851 -0.02
H -2.3333 -0.4747 0.1831 0.06
H -1.7122 0.9081 -0.4105 0.05
H -0.4085 -1.0814 -0.9067 0.14
H 1.5992 0.3736 0.3522 0.13
H 0.2490 1.3013 1.2103 0.11
H -0.5583 1.1966 -1.4889 0.11
H -0.0176 2.7924 -0.7572 0.12
H 2.2894 1.8321 -1.5719 0.08
H 1.0408 1.7100 -2.7957 0.06
H 1.3322 -1.6975 1.1023 0.10
H 0.0051 -0.7706 2.0172 0.12
H -0.6284 -2.7396 2.2357 0.04
H -1.2503 -2.8982 0.7628 0.07

No. 3
20
Properties=species:S:1:pos:R:3:lowdin_charge:R:1 method="wB97M-V/def2-TZVPD" fmax_ha_per_bohr=0.10129 orbital_gap_ev=8.11 homo_energy_ev=-7.6 lumo_energy_ev=0.47
C -1.6662 1.3079 0.4733 -0.12
C 0.6118 -1.2653 -1.6994 -0.18
C 1.9247 0.6914 -1.2486 -0.18
C -0.9259 -0.7554 2.1814 -0.11
N -0.3452 1.2477 1.0603 -0.05
N 0.9102 -0.2115 -0.7627 -0.25
N 0.0273 0.2186 1.6658 -0.14
H 0.8777 -0.3982 0.4759 0.16
H -2.4075 1.5248 1.2499 0.08
H -1.6583 2.0991 -0.2704 0.07
H -1.9572 0.3733 -0.0159 0.08
H -0.0819 -1.9799 -1.2522 0.06
H 0.1369 -0.8373 -2.5915 0.07
H 2.8691 0.1935 -1.5270 0.07
H 1.5550 1.2066 -2.1435 0.07
H 2.1294 1.4402 -0.4836 0.07
H 1.4991 -1.8240 -2.0463 0.07
H -0.4151 -1.3560 2.9305 0.08
H -1.2848 -1.3811 1.3571 0.08
H -1.7992 -0.2944 2.6471 0.08

No. 4
20
Properties=species:S:1:pos:R:3:lowdin_spin:R:1 method="wB97M-V/def2-TZVPD" multiplicity=2 charge=+1 fmax_ha_per_bohr=0.04724 orbital_gap_ev="10.04 / 4.46" homo_energy_ev="-13.2 / -12.9" lumo_energy_ev="-3.20 / -8.47" s_squared=0.7557
N 0.7882 -1.4832 -1.3200 0.03
C -0.1172 -0.7066 -0.4905 0.02
C -0.2646 0.6998 -1.1640 0.03
C -1.1452 1.6672 -0.4336 0.12
N -0.5492 2.3748 0.6338 0.59
C 0.7725 -0.6186 0.8042 0.02
N 0.8078 -1.9649 1.4247 0.06
H 0.9069 -2.3360 -0.7562 0.00
H 0.3557 -1.8275 -2.1787 0.00
H -1.1723 -0.9992 -0.3075 0.00
H 0.7993 0.9646 -1.2035 0.00
H -0.6734 0.4814 -2.1591 0.00
H -2.1073 1.2108 -0.1010 0.03
H -1.5251 2.3707 -1.2150 0.07
H -0.9935 2.5573 1.5327 0.01
H 0.4411 2.2167 0.8367 0.01
H 0.3391 0.1164 1.5053 0.01
H 1.8207 -0.4491 0.5322 0.00
H -0.0082 -2.3140 1.9169 0.00
H 1.5249 -1.9607 2.1427 0.00

No. 5
20
Properties=species:S:1:pos:R:3:lowdin_charge:R:1 method="wB97M-V/def2-TZVPD" charge=+2 fmax_ha_per_bohr=0.12988 orbital_gap_ev=9.94 homo_energy_ev=-19.5 lumo_energy_ev=-9.53
C -2.8798 -0.3987 0.6125 0.26
C -1.1387 0.7493 -0.2613 -0.12
C 2.4155 -0.0889 0.4360 -0.06
C 0.9469 -0.2742 0.6520 -0.18
N -1.7515 0.1115 0.7712 0.06
N -0.1433 -1.0922 -1.3852 0.11
N 0.1040 -0.0341 -0.5710 -0.21
H -3.4830 -0.3322 -0.3135 0.17
H -3.2962 -0.9413 1.4383 0.15
H -1.7675 0.7488 -1.2779 0.22
H -0.7738 1.7999 -0.0338 0.19
H 2.8421 -0.7086 -0.3295 0.09
H 2.7770 0.9178 0.2613 0.10
H 2.9880 -0.2729 1.3716 0.13
H 0.7971 0.6852 1.1297 0.13
H 0.5809 -1.2313 1.1131 0.17
H -1.2446 -0.1021 1.6212 0.18
H 0.0744 -2.0372 -1.1079 0.14
H 0.0963 -1.0955 -2.3378 0.12
H 0.8883 0.8060 -1.1970 0.35

No. 6
21
Properties=species:S:1:pos:R:3:lowdin_charge:R:1 method="wB97M-V/def2-TZVPD" fmax_ha_per_bohr=0.07370 orbital_gap_ev=9.69 homo_energy_ev=-9.0 lumo_energy_ev=0.69
C -1.2481 -0.0960 -0.2149 -0.55
C -2.4638 0.7759 0.0802 -0.07
N -1.5632 -0.9630 -1.3285 0.04
O -1.0140 -0.8110 0.9962 -0.10
H -0.1662 -1.2866 0.8831 0.02
H -0.2197 0.6016 -0.4323 0.15
H -0.7409 -1.4846 -1.6126 0.05
H -2.2847 -1.6306 -1.0654 0.08
H -2.8444 1.2692 -0.8104 0.07
H -3.2747 0.1320 0.4306 0.08
H -2.2627 1.4654 0.8971 0.07
C 1.5668 1.1885 1.1419 -0.09
N 1.9196 0.7492 -0.2013 -0.08
C 2.0567 -0.5881 -0.5630 -0.30
N 1.4894 -1.5504 0.0424 0.07
H 2.6272 1.3414 -0.6223 0.12
H 1.4413 -2.4004 -0.5095 0.06
H 2.6589 -0.7303 -1.4673 0.12
H 1.3961 0.3355 1.7944 0.08
H 0.6467 1.7695 1.0308 0.07
H 2.2799 1.9130 1.5309 0.08